16
Properties=species:S:1:pos:R:3:nbo_charge:R:1 method="wB97M-V/def2-TZVPD" de_lowest_kcal_mol=72.1 e_lumo_ev=1.1 total_energy_ha=-271.637658 multiplicity=1
C -0.7075 -0.9015 0.6301 -0.373
C -1.4835 0.1650 -0.1229 -0.461
C -0.5588 1.5325 -0.0150 -0.052
O 0.6769 1.3792 -0.6815 -0.581
C 1.6847 0.1445 -0.1758 -0.082
C 0.9550 -1.1598 -0.2669 -0.428
H -0.9329 -1.9362 0.4863 0.203
H -0.8549 -0.6764 1.7269 0.206
H -1.5880 -0.1500 -1.1722 0.204
H -2.5344 0.2706 0.2506 0.210
H -0.3059 1.7602 1.0371 0.154
H -1.1606 2.3888 -0.4002 0.189
H 2.1673 0.1796 0.8324 0.182
H 2.4031 0.4493 -0.9179 0.204
H 1.5268 -2.0464 0.1085 0.217
H 0.7126 -1.3994 -1.3194 0.206